Entry 1:
The following is a quantum chemistry calculation of C22H32AsN3O4RuS2SbSe4 as an isolated structure, from the OMol25 dataset.

Element x y z (Å)
Ru  -0.6313  -0.5056  -0.7087
C  4.0681  -7.3629  -0.0133
C  3.3517  -6.1155  -0.4576
C  3.9460  -5.2565  -1.3797
C  3.3047  -4.1006  -1.7947
C  2.0528  -3.8016  -1.2782
C  1.4370  -4.6446  -0.3665
C  2.0922  -5.7963  0.0405
S  1.2038  -2.3586  -1.8558
O  -0.2313  -2.7075  -1.8219
O  1.7591  -2.0287  -3.1361
N  1.4120  -1.1406  -0.8207
C  1.9085  -1.4131  0.5314
C  0.7742  -1.1069  1.4993
O  0.9605  -0.5022  2.5379
O  -0.3944  -1.5028  1.0428
H  4.4579  -7.9145  -0.8697
H  3.4043  -8.0227  0.5442
H  4.9143  -7.1151  0.6306
H  4.9186  -5.5043  -1.7890
H  3.7442  -3.4414  -2.5310
H  0.4528  -4.3927  0.0082
H  1.6144  -6.4610  0.7511
H  2.7695  -0.7886  0.7667
H  2.2028  -2.4541  0.6777
N  -4.0833  -0.3661  -2.5087
C  -3.6319  -0.9624  -1.4162
S  -2.9212  0.0102  -0.1628
N  -3.7444  -2.2927  -1.3519
C  -3.3155  -3.1508  -0.2987
C  -3.6710  -2.9197  1.0224
C  -3.2602  -3.8057  2.0045
C  -2.5305  -4.9376  1.6709
C  -2.2077  -5.1779  0.3431
C  -2.5855  -4.2802  -0.6431
H  -3.7796  0.5825  -2.6678
H  -4.2738  -0.9229  -3.3430
H  -3.8038  -2.7424  -2.2698
H  -4.2499  -2.0458  1.2819
H  -3.5171  -3.6088  3.0372
H  -2.2166  -5.6286  2.4430
H  -1.6441  -6.0613  0.0692
H  -2.3027  -4.4343  -1.6769
Se  -3.1650  0.1768  -5.7502
Sb  -1.2035  -1.1783  -4.9012
Se  -0.7621  0.4423  -2.9116
Se  -2.6954  -3.0958  -4.6256
Se  0.5678  -1.4305  -6.4604
C  -3.7859  2.7249  2.8527
C  -2.6340  3.1823  1.9629
As  -1.1808  1.8447  1.9549
C  -0.3402  2.2899  3.6836
C  -0.7019  1.2793  4.7683
C  0.0889  2.7850  0.7663
C  0.3341  4.2631  1.0440
H  -4.6180  3.4323  2.8302
H  -3.4656  2.6263  3.8924
H  -4.1620  1.7523  2.5293
H  -2.2486  4.1501  2.2901
H  -2.9691  3.2877  0.9281
H  -0.6273  3.3046  3.9717
H  0.7372  2.2833  3.5074
H  -1.7801  1.2494  4.9413
H  -0.2212  1.5282  5.7180
H  -0.3814  0.2830  4.4673
H  -0.2735  2.6419  -0.2563
H  1.0194  2.2161  0.8474
H  -0.5649  4.8549  0.8674
H  1.1190  4.6589  0.3952
H  0.6453  4.4281  2.0774

- M (g mol⁻¹) = 1080.2
- orbital gap (spin up / spin down) (eV) = 6.82 / 5.63
- net charge = -1
- spin multiplicity = 5
- F_max (eV/A) = 0.9
- energy relative to the best compared isomer or geometry (same formula, charge and spin) (eV) = 1.151
- HOMO level (spin up / spin down) (eV) = -5.038 / -4.993

Entry 2:
The following is a quantum chemistry calculation of C51H47GaN2O4P2 as an isolated structure, from the OMol25 dataset.

Element x y z (Å)
Ga  0.8120  0.2577  1.0576
O  2.5299  -0.2900  1.7178
C  3.6821  0.3428  1.7362
C  4.7767  -0.2884  2.3558
C  6.0128  0.3142  2.4081
C  6.2223  1.5763  1.8403
C  5.1665  2.2008  1.2202
C  3.8931  1.6110  1.1516
C  2.8687  2.3254  0.4273
N  1.6590  1.9257  0.2847
N  0.8270  2.6861  -0.5150
C  -0.2986  2.0495  -0.6872
O  -0.5825  0.9004  -0.1558
C  -1.3413  2.6892  -1.5214
C  -1.0001  3.5895  -2.5258
C  -1.9944  4.1681  -3.2989
C  -3.3287  3.8579  -3.0647
C  -3.6691  2.9641  -2.0589
C  -2.6763  2.3756  -1.2912
H  4.6056  -1.2638  2.7926
H  6.8320  -0.1978  2.8978
H  7.1942  2.0473  1.8849
H  5.3027  3.1748  0.7629
H  3.1404  3.2595  -0.0629
H  0.0431  3.8248  -2.6884
H  -1.7304  4.8631  -4.0857
H  -4.1030  4.3141  -3.6684
H  -4.7074  2.7163  -1.8774
H  -2.9215  1.6663  -0.5110
C  -1.1515  -3.5514  0.5838
C  -2.6086  -3.1651  0.8750
P  -2.7645  -1.3127  1.0358
C  -4.1477  -0.9826  -0.1348
C  -5.4955  -0.9235  0.2178
C  -6.4710  -0.6940  -0.7431
C  -6.1168  -0.5272  -2.0746
C  -4.7787  -0.5710  -2.4380
C  -3.8060  -0.7848  -1.4729
C  -3.5885  -1.0755  2.6537
C  -4.4312  -2.0066  3.2652
C  -5.0001  -1.7426  4.5009
C  -4.7321  -0.5422  5.1484
C  -3.9001  0.3914  4.5520
C  -3.3324  0.1252  3.3123
C  -0.5663  -2.8403  -0.6608
P  0.8896  -1.8516  -0.1820
C  1.5683  -1.1179  -1.7001
C  0.7366  -0.7189  -2.7430
C  1.2444  0.0332  -3.7926
C  2.5818  0.3998  -3.8033
C  3.4157  0.0110  -2.7632
C  2.9125  -0.7406  -1.7134
C  2.0845  -3.1203  0.3182
C  2.6777  -3.9329  -0.6473
C  3.5347  -4.9522  -0.2669
C  3.7957  -5.1686  1.0807
C  3.2011  -4.3671  2.0424
C  2.3465  -3.3378  1.6682
H  -1.0757  -4.6321  0.4512
H  -0.5619  -3.3128  1.4730
H  -2.9157  -3.6220  1.8161
H  -3.2710  -3.5325  0.0896
H  -5.7895  -1.0428  1.2520
H  -7.5115  -0.6445  -0.4478
H  -6.8784  -0.3512  -2.8235
H  -4.4893  -0.4128  -3.4693
H  -2.7582  -0.7585  -1.7587
H  -4.6471  -2.9492  2.7770
H  -5.6487  -2.4758  4.9638
H  -5.1648  -0.3423  6.1205
H  -3.6683  1.3194  5.0593
H  -2.6598  0.8460  2.8610
H  -1.3096  -2.1667  -1.0912
H  -0.2572  -3.5399  -1.4382
H  -0.3161  -0.9746  -2.7325
H  0.5891  0.3435  -4.5962
H  2.9733  0.9945  -4.6183
H  4.4586  0.3007  -2.7623
H  3.5623  -1.0249  -0.8927
H  2.4785  -3.7594  -1.6987
H  3.9997  -5.5761  -1.0191
H  4.4652  -5.9656  1.3782
H  3.4008  -4.5388  3.0924
H  1.8827  -2.7047  2.4113
C  -0.7766  1.1873  9.0856
C  -0.5390  0.7601  7.6631
C  0.2094  1.5410  6.7962
C  0.4112  1.1842  5.4664
C  1.2764  2.0896  4.6216
C  -0.1555  -0.0104  4.9974
C  -0.8774  -0.8417  5.8699
C  -1.4731  -2.1567  5.4445
C  -1.0682  -0.4299  7.1816
C  0.0174  -0.4178  3.5664
O  0.1655  -1.5841  3.2257
O  -0.0048  0.5691  2.7046
H  -0.0867  1.9767  9.3816
H  -0.6551  0.3498  9.7734
H  -1.7925  1.5682  9.2109
H  0.6601  2.4565  7.1643
H  1.8237  2.7770  5.2664
H  0.6762  2.6711  3.9225
H  1.9975  1.5249  4.0317
H  -2.0226  -2.0669  4.5092
H  -2.1515  -2.5208  6.2160
H  -0.6925  -2.8993  5.2799
H  -1.6457  -1.0629  7.8472

- M (g mol⁻¹) = 883.6
- orbital gap (eV) = 7.90
- F_max (eV/A) = 0.3
- energy relative to the best compared isomer or geometry (same formula, charge and spin) (eV) = 0.000
- HOMO level (eV) = -7.754

Entry 3:
The following is a quantum chemistry calculation of a 2-piece molecular cluster, C2H5Cl2P overall at a distorted geometry, from the OMol25 dataset.

Element x y z (Å)
C  -1.3954  -1.2493  -0.2063
C  -1.4775  -0.0525  0.3918
Cl  -2.5946  1.0885  -0.2683
H  -1.8672  -1.4059  -1.2664
H  -1.0014  -2.0997  0.1765
H  -1.3397  0.1347  1.4328
P  2.0840  0.6474  -0.5560
Cl  1.9544  2.4451  0.3661
H  3.4389  0.6925  -0.5963
H  2.1985  -0.2009  0.5261

- M (g mol⁻¹) = 130.9
- orbital gap (eV) = 10.23
- F_max (eV/A) = 4.6
- SMILES string = C=CCl.PCl
- energy relative to the best compared isomer or geometry (same formula, charge and spin) (eV) = 1.405
- HOMO level (eV) = -9.601

Entry 4:
The following is a quantum chemistry calculation of a 3-piece molecular cluster, C3H11N3 overall at a distorted geometry, from the OMol25 dataset.

Element x y z (Å)
H  0.5278  -1.7903  -1.2740
N  0.4543  -1.6278  -0.2393
N  -0.6520  -1.6920  0.2366
C  -1.8051  -1.9779  -0.5521
H  -2.3646  -2.7768  -0.0628
H  -1.5575  -2.2549  -1.5947
H  -2.4131  -1.0732  -0.5349
C  1.8911  0.9790  1.0708
C  2.3197  1.7269  0.0754
H  1.7325  -0.0831  0.9654
H  1.6776  1.3981  2.0414
H  2.4769  2.7887  0.1755
H  2.5346  1.3102  -0.8948
N  -1.3174  1.0469  0.0150
H  -1.4599  1.8930  -0.5173
H  -1.7249  1.1905  0.9363
H  -0.3198  0.9427  0.1537

- M (g mol⁻¹) = 89.1
- orbital gap (eV) = 10.03
- F_max (eV/A) = 1.8
- SMILES string = [H]/N=N\C.C=C.N
- energy relative to the best compared isomer or geometry (same formula, charge and spin) (eV) = 2.974
- HOMO level (eV) = -8.865

Entry 5:
The following is a quantum chemistry calculation of C30H40N9S2V as an isolated structure, from the OMol25 dataset.

Element x y z (Å)
V  -0.0889  1.3957  0.0250
S  2.4054  1.4893  0.0531
C  2.9006  1.3290  1.6849
N  2.3961  2.1359  2.6492
C  2.7055  2.0484  3.9626
C  3.5909  1.1114  4.3984
C  4.1674  0.2583  3.4410
C  3.8342  0.3655  2.1161
H  1.7500  2.8615  2.3381
H  2.2159  2.7590  4.6123
H  3.8371  1.0395  5.4464
H  4.8769  -0.4963  3.7548
H  4.2568  -0.2911  1.3699
C  -2.6228  -1.5688  -3.8619
C  -2.3106  -0.1496  -3.5474
C  -1.8242  0.7701  -4.4352
C  -1.4785  2.0407  -3.9504
N  -1.6376  2.3899  -2.6801
C  -2.1757  1.5072  -1.8207
S  -2.5323  1.8975  -0.2007
N  -2.5064  0.2598  -2.2761
C  -0.8998  3.0782  -4.8573
H  -2.5462  -1.7518  -4.9300
H  -3.6277  -1.8277  -3.5251
H  -1.9034  -2.2076  -3.3426
H  -1.6665  0.5020  -5.4685
H  -2.8273  -0.3975  -1.5755
H  -0.6794  2.6787  -5.8445
H  0.0101  3.4859  -4.4166
H  -1.6083  3.9017  -4.9593
N  0.9601  6.4362  2.0698
N  0.4264  5.5028  1.1968
N  -0.2433  5.8229  0.1135
C  -0.5069  4.6313  -0.3995
N  0.0101  3.6525  0.3567
N  0.6159  4.2306  1.3679
H  0.8790  7.3359  1.6084
H  0.3979  6.4430  2.9152
H  -1.0614  4.4526  -1.3056
C  1.6313  0.0039  -4.4824
C  1.0469  -0.8988  -3.4302
C  0.9535  -2.2744  -3.6400
C  0.4742  -3.1064  -2.6372
C  0.3905  -4.5949  -2.8499
C  0.0750  -2.5661  -1.4161
C  0.1605  -1.1892  -1.1610
C  0.6379  -0.3824  -2.2147
N  -0.1891  -0.5266  0.0022
C  -0.4925  -1.1852  1.2714
C  -1.8385  -1.9304  1.2665
C  -2.1422  -2.4928  2.6605
C  -2.2533  -1.3416  3.6636
C  -0.9278  -0.5766  3.7076
C  0.1954  -1.5174  4.1485
C  0.3125  -2.6682  3.1459
C  -1.0127  -3.4358  3.0883
C  0.6374  -2.1089  1.7569
C  -0.6148  -0.0469  2.3059
H  1.7359  -0.5138  -5.4351
H  2.6210  0.3513  -4.1799
H  1.0126  0.8893  -4.6408
H  1.2764  -2.6972  -4.5844
H  0.6089  -4.8606  -3.8830
H  -0.6020  -4.9756  -2.6017
H  1.1055  -5.1167  -2.2114
H  -0.2923  -3.2435  -0.6599
H  0.7429  0.6980  -2.0673
H  -1.8302  -2.7413  0.5361
H  -2.6200  -1.2223  0.9663
H  -3.0867  -3.0413  2.6293
H  -2.4904  -1.7307  4.6577
H  -3.0666  -0.6689  3.3750
H  -1.0085  0.2630  4.4039
H  -0.0150  -1.9055  5.1491
H  1.1447  -0.9714  4.2030
H  1.1131  -3.3445  3.4559
H  -1.2387  -3.8669  4.0676
H  -0.9307  -4.2680  2.3822
H  0.7999  -2.9296  1.0586
H  1.5664  -1.5276  1.7822
H  0.3390  0.5040  2.3327
H  -1.4184  0.6359  1.9952

- M (g mol⁻¹) = 641.8
- orbital gap (spin up / spin down) (eV) = 6.92 / 6.35
- net charge = +1
- spin multiplicity = 2
- F_max (eV/A) = 0.2
- energy relative to the best compared isomer or geometry (same formula, charge and spin) (eV) = 0.000
- HOMO level (spin up / spin down) (eV) = -9.501 / -8.931

Entry 6:
The following is a quantum chemistry calculation of a 2-piece molecular cluster, C4H12N2O overall at a distorted geometry, from the OMol25 dataset.

Element x y z (Å)
C  -0.5997  1.9335  1.7788
N  -0.0009  1.4816  0.7656
C  -0.8593  1.0864  -0.3823
C  -1.0651  -0.4390  -0.4665
C  0.1334  -1.3099  -0.0882
N  0.1442  -2.5202  -0.9348
H  0.0470  2.2893  2.5789
H  -1.6538  2.0099  2.0526
H  -1.8503  1.5148  -0.4572
H  -0.2646  1.4548  -1.2143
H  -1.2926  -0.6429  -1.5064
H  -1.9016  -0.7149  0.1788
H  0.0249  -1.6696  0.9419
H  1.0351  -0.7284  -0.1161
H  1.0361  -2.9792  -0.9697
H  -0.6442  -3.0881  -0.7028
O  2.9320  0.8336  -0.3361
H  2.0815  1.2143  -0.0666
H  2.6981  0.2738  -1.0553

- M (g mol⁻¹) = 104.2
- orbital gap (eV) = 10.02
- F_max (eV/A) = 1.9
- SMILES string = C=NCCCN.O
- energy relative to the best compared isomer or geometry (same formula, charge and spin) (eV) = 2.129
- HOMO level (eV) = -9.065